C13H16F6N6O4OsS3 | wB97M-V/def2-TZVPD

Calculated values
Molecular weight: 720.73 g/mol
E_tot: -82143.0846 eV
ΔE to the lowest compared entry with this formula, charge and spin: 5.257 eV
Frontier orbital gap (spin up / spin down): 0.2206 / 0.2196 Ha

```
49
C13H16F6N6O4OsS3 wB97M-V/def2-TZVPD
Os 0.018 -0.108 -0.289
S 2.063 -2.325 -0.111
S -0.706 -1.148 2.955
S 2.675 1.242 -0.142
F 4.276 -1.139 0.766
F 2.531 3.751 0.967
F 4.114 3.438 -0.477
F 2.877 -1.529 2.350
F 4.326 2.678 1.531
F 4.052 -3.144 1.550
O 0.868 -2.599 0.640
O 2.586 -3.316 -0.987
O 2.028 1.044 1.386
O 1.638 1.815 -0.975
N -1.692 0.511 0.082
N 1.857 -0.897 -0.767
N -0.138 -0.229 -2.349
N 3.487 -0.517 -2.331
N 1.156 0.530 3.793
N 0.804 0.293 1.496
C 2.247 -0.590 -2.060
C -3.050 0.237 0.278
C -1.192 0.002 -3.137
C 0.162 0.192 -5.097
C 3.393 -2.039 1.227
C -3.420 0.283 1.780
C 1.093 -0.272 -2.932
C -3.895 1.312 -0.441
C 3.441 2.880 0.543
C 1.257 -0.066 -4.300
C 0.508 -0.005 2.749
C -3.384 -1.174 -0.265
C -1.094 0.221 -4.496
H -2.556 -1.844 -0.033
H -3.000 1.174 2.235
H -4.287 -1.545 0.209
H 0.966 0.184 4.716
H 1.969 1.105 3.632
H -3.017 -0.587 2.286
H -3.606 1.390 -1.484
H -1.977 0.415 -5.081
H 3.723 -0.251 -3.279
H 0.279 0.369 -6.154
H -4.500 0.300 1.893
H -4.950 1.062 -0.373
H -3.720 2.274 0.030
H -2.149 0.026 -2.637
H -3.534 -1.155 -1.340
H 2.243 -0.097 -4.734
```